Entry 1:
{
  "formula": "C50H27AsBrI4N5O2PbS4",
  "method": "ωB97M-V/def2-TZVPD",
  "multiplicity": 1,
  "e_homo_ev": -2.5,
  "largest_force_ev_per_a": 3.537,
  "de_lowest_kcal_mol": 2.18,
  "charge": -2,
  "lumo_ha": 0.106,
  "species": ["Pb", "I", "C", "C", "C", "C", "C", "C", "C", "C", "C", "C", "C", "C", "C", "C", "C", "C", "I", "C", "C", "C", "N", "C", "C", "C", "C", "C", "C", "I", "C", "C", "C", "C", "C", "C", "N", "C", "C", "C", "C", "C", "N", "C", "C", "C", "C", "I", "C", "C", "C", "C", "N", "H", "H", "H", "H", "H", "H", "H", "H", "H", "H", "H", "H", "H", "H", "H", "H", "H", "H", "H", "H", "H", "H", "H", "H", "S", "As", "S", "S", "S", "Br", "C", "C", "C", "C", "C", "N", "C", "O", "O", "H", "H", "H"],
  "positions_angstrom": [[0.547, -0.318, -0.412], [7.947, 5.409, 2.788], [6.061, 4.430, 2.442], [6.085, 3.203, 1.780], [4.841, 2.643, 1.378], [3.662, 3.216, 1.840], [3.734, 4.441, 2.628], [4.942, 5.096, 2.833], [2.355, 2.515, 1.458], [1.842, 2.863, 0.247], [2.180, 4.090, -0.460], [1.268, 4.205, -1.444], [0.422, 3.024, -1.357], [-0.750, 2.830, -2.217], [-1.036, 3.832, -3.275], [-1.800, 4.933, -2.925], [-2.143, 5.855, -3.871], [-1.869, 5.616, -5.223], [-2.632, 6.811, -6.761], [-1.016, 4.595, -5.585], [-0.538, 3.729, -4.577], [-1.666, 1.779, -2.086], [-1.665, 0.816, -1.177], [-2.647, -0.087, -1.410], [-2.963, -1.227, -0.755], [-4.080, -2.140, -1.303], [-5.435, -1.679, -1.351], [-6.415, -2.478, -1.873], [-6.165, -3.815, -2.143], [-7.740, -5.193, -2.648], [-4.866, -4.274, -2.041], [-3.834, -3.418, -1.722], [-2.341, -1.758, 0.465], [-3.037, -2.556, 1.433], [-2.277, -2.610, 2.591], [-1.111, -1.790, 2.241], [-1.255, -1.206, 0.991], [-0.183, -1.415, 3.188], [0.774, -0.292, 3.067], [1.570, 0.162, 4.138], [2.265, 1.307, 3.642], [1.778, 1.487, 2.321], [1.005, 0.499, 1.952], [-0.080, -2.170, 4.445], [-0.390, -1.623, 5.658], [-0.167, -2.257, 6.837], [0.284, -3.554, 6.814], [0.629, -4.392, 8.667], [0.533, -4.195, 5.607], [0.409, -3.500, 4.400], [-3.428, 0.417, -2.651], [-2.834, 1.554, -3.002], [0.736, 2.310, -0.326], [7.010, 2.820, 1.393], [4.676, 1.796, 0.799], [2.810, 4.970, 2.950], [4.949, 6.106, 3.244], [2.758, 4.935, -0.198], [1.287, 4.955, -2.201], [-2.073, 5.055, -1.888], [-2.754, 6.767, -3.606], [-0.691, 4.365, -6.627], [0.191, 2.970, -4.768], [-5.677, -0.671, -1.098], [-7.419, -2.131, -1.920], [-4.520, -5.256, -2.306], [-2.773, -3.780, -1.747], [-4.004, -2.964, 1.327], [-2.373, -2.965, 3.660], [1.689, -0.391, 5.080], [3.044, 2.047, 4.088], [-0.776, -0.629, 5.720], [-0.422, -1.778, 7.797], [0.893, -5.231, 5.550], [0.669, -3.916, 3.484], [-4.267, -0.128, -3.068], [-3.147, 2.236, -3.779], [-0.017, -0.780, -4.446], [-1.184, -2.439, -5.477], [-0.903, -3.567, -3.373], [0.893, -2.418, -3.481], [-3.264, -2.077, -5.664], [-0.270, -4.448, 0.445], [1.340, -3.999, -0.466], [1.744, -4.793, -1.482], [3.001, -4.522, -2.038], [3.719, -3.451, -1.612], [3.146, -2.635, -0.613], [1.983, -2.917, -0.021], [3.869, -1.295, -0.180], [5.092, -1.375, -0.140], [3.144, -0.312, 0.145], [1.120, -5.611, -1.845], [3.356, -5.177, -2.816], [4.644, -3.085, -2.076]],
  "atomic_forces_ev_per_a": [[0.1752, 0.8653, 0.5610], [-0.4697, -0.3009, -0.0827], [2.1532, -0.4840, -0.4094], [-1.4107, 0.4818, -0.8526], [0.3953, 1.9820, 1.9791], [-0.6286, 1.3288, 1.5355], [-1.1617, -0.8348, -1.2527], [-1.3892, 0.0061, 0.2436], [0.2378, -0.0418, 0.3647], [0.2771, 0.9966, 0.9496], [-1.0719, -0.0903, -0.5113], [0.5666, -0.5994, -0.2604], [-2.4659, 1.2327, -2.2161], [0.9014, -0.8515, 0.8047], [0.7619, -0.1979, -0.1095], [0.2583, -0.0025, 0.1046], [-1.7550, 1.7940, -0.8089], [0.4781, 0.0997, 0.1153], [-0.0635, 0.1665, 0.1495], [0.9577, -1.3579, -0.1166], [-0.9644, 0.7995, 0.2377], [-0.6633, 0.6413, -0.9954], [1.2015, -1.0948, 1.5757], [-0.9695, 1.4803, -2.3907], [-0.7292, -2.7195, 0.4405], [-0.6670, 2.3535, 0.6576], [1.8877, -0.5144, -0.5614], [-0.6899, -0.8435, 0.4952], [0.2785, -0.5907, -0.1025], [0.6439, 0.6887, 0.1647], [0.1069, -0.4539, -0.7514], [1.5693, -0.3417, 0.6520], [-1.0606, 2.0225, -0.6354], [0.6577, -0.6756, 1.6568], [0.8895, 0.7887, -0.7099], [-0.4099, 0.4977, 0.9030], [0.5825, -1.2270, 0.6588], [1.5880, 1.9712, -1.0041], [-0.7370, -0.9147, -0.5409], [1.6016, 1.2032, 0.1572], [0.1803, 0.1704, 1.6102], [2.8406, 1.0380, 0.0580], [-2.6324, -1.5991, -0.4035], [0.5195, -1.5685, -0.7529], [-0.2982, 1.1443, -0.0485], [-0.4835, -0.2569, 1.4059], [0.1513, -0.2276, -0.3215], [0.1435, -0.6161, 0.3813], [0.5943, -0.6071, -0.5894], [-1.0570, 1.6602, 2.4249], [0.6793, -0.9139, 1.5702], [0.2063, 0.5086, 0.0777], [0.2941, -2.1252, 0.6375], [0.2207, -0.2859, 0.1402], [0.4969, -1.7159, -1.0667], [0.6150, -0.7207, -0.3146], [0.1627, -0.4383, 0.0673], [1.2047, 0.1707, 0.4797], [-0.4246, 0.4626, -0.2902], [-0.1417, 0.0790, 0.0974], [0.7316, -1.1603, -0.2480], [-0.4800, 0.5746, 0.8879], [0.1107, -0.4697, -0.3660], [0.0033, 0.5421, 0.3066], [-0.6859, 0.3898, -0.1462], [-0.5628, -0.5292, -0.1009], [-1.2767, 0.3248, 0.1235], [-0.8486, -0.3894, -0.3618], [-0.4090, 0.0890, -1.7831], [0.0165, 0.7289, -0.5055], [-1.6318, -1.7918, -0.4740], [-0.2094, 0.5834, -0.2688], [0.2583, -0.1976, -0.6283], [-0.1629, 0.4925, 0.3158], [0.3730, -0.8192, -1.4789], [0.2350, 0.3416, -0.1630], [0.1248, -0.0830, -0.1478], [0.1874, 0.5075, 0.7995], [-1.0887, -1.0832, -0.6820], [0.7402, 0.6524, -0.2811], [-0.3613, -0.1098, -0.1211], [0.6313, 0.1788, 0.1598], [-0.0242, -0.0625, -0.0628], [-0.1582, 0.8787, 1.0824], [0.5267, -1.0267, -0.8106], [-0.6224, -0.7288, -0.2733], [0.3184, 1.4790, 0.4434], [0.2187, 0.9094, 0.0278], [-0.0190, -0.4605, -0.4705], [-0.7297, -0.4129, 0.4875], [0.7421, -0.0584, -0.2896], [-0.1356, -0.4826, -0.5052], [0.2660, 0.2689, 0.1763], [0.1282, 0.0000, -0.2744], [-0.3403, -0.4977, 0.3746]]
}

---

Entry 2:
{
  "formula": "C50H28AsF3N8S4SbTc",
  "method": "ωB97M-V/def2-TZVPD",
  "multiplicity": 1,
  "e_homo_ev": -12.1,
  "largest_force_ev_per_a": 4.484,
  "de_lowest_kcal_mol": 31.94,
  "charge": 2,
  "lumo_ha": -0.306,
  "species": ["Tc", "C", "C", "C", "C", "C", "N", "C", "C", "C", "C", "C", "C", "C", "C", "N", "C", "N", "C", "N", "C", "N", "C", "N", "C", "N", "C", "C", "C", "C", "C", "C", "C", "C", "C", "C", "C", "C", "C", "C", "N", "H", "H", "H", "H", "H", "H", "H", "H", "H", "H", "H", "H", "H", "H", "H", "H", "S", "As", "S", "S", "S", "F", "C", "C", "C", "C", "C", "C", "Sb", "C", "C", "C", "C", "F", "C", "C", "C", "C", "C", "C", "F", "C", "C", "H", "H", "H", "H", "H", "H", "H", "H", "H", "H", "H", "H"],
  "positions_angstrom": [[1.759, -1.531, -0.254], [2.423, -0.074, 5.992], [2.051, 1.209, 5.594], [1.885, 1.540, 4.255], [2.118, 0.552, 3.312], [2.062, 0.526, 1.864], [1.870, 1.537, 1.058], [1.703, 1.449, -0.241], [1.786, 2.536, -1.197], [2.154, 3.864, -1.084], [2.194, 4.624, -2.248], [1.885, 4.071, -3.484], [1.506, 2.739, -3.609], [1.456, 1.980, -2.453], [1.152, 0.583, -2.216], [0.675, -0.279, -3.074], [0.673, -1.578, -2.947], [1.489, -2.240, -2.057], [1.443, -3.587, -2.323], [2.227, -4.455, -1.747], [2.885, -4.264, -0.638], [2.576, -3.270, 0.255], [3.344, -3.439, 1.374], [3.240, -2.700, 2.447], [2.690, -1.522, 2.520], [2.350, -0.746, 1.432], [2.490, -0.751, 3.722], [2.639, -1.080, 5.061], [4.237, -4.563, 1.184], [5.253, -5.090, 1.960], [6.009, -6.125, 1.417], [5.753, -6.617, 0.144], [4.719, -6.104, -0.637], [3.963, -5.076, -0.104], [0.461, -3.827, -3.357], [-0.038, -4.992, -3.919], [-1.075, -4.869, -4.836], [-1.580, -3.625, -5.200], [-1.065, -2.450, -4.667], [-0.044, -2.558, -3.734], [1.355, 0.299, -0.888], [2.554, -0.291, 7.041], [1.892, 1.969, 6.343], [1.595, 2.535, 3.961], [2.421, 4.288, -0.131], [2.495, 5.660, -2.196], [1.949, 4.689, -4.367], [1.275, 2.302, -4.569], [2.931, -2.074, 5.361], [5.454, -4.696, 2.942], [6.822, -6.539, 1.993], [6.378, -7.404, -0.251], [4.521, -6.478, -1.628], [0.359, -5.955, -3.638], [-1.502, -5.760, -5.269], [-2.389, -3.569, -5.913], [-1.454, -1.485, -4.949], [-2.615, -1.358, 3.647], [-0.572, -2.184, 3.847], [-0.362, -3.372, 1.869], [-0.429, -1.945, 0.426], [-1.007, -0.148, 3.091], [-1.490, 6.804, 3.407], [-1.579, 5.668, 2.713], [-0.421, 4.965, 2.421], [-0.520, 3.778, 1.717], [-1.761, 3.316, 1.307], [-2.910, 4.035, 1.601], [-2.826, 5.218, 2.310], [-1.941, 1.466, 0.180], [-2.708, 2.317, -1.674], [-1.944, 2.278, -2.828], [-2.381, 2.911, -3.978], [-3.602, 3.564, -3.952], [-4.032, 4.176, -5.058], [-4.393, 3.585, -2.814], [-3.938, 2.958, -1.670], [-3.877, 0.869, 0.916], [-4.319, 1.212, 2.187], [-5.597, 0.872, 2.591], [-6.411, 0.168, 1.715], [-7.638, -0.178, 2.106], [-5.981, -0.196, 0.446], [-4.701, 0.151, 0.058], [0.533, 5.353, 2.743], [0.378, 3.217, 1.495], [-3.879, 3.681, 1.282], [-3.710, 5.786, 2.553], [-1.008, 1.742, -2.843], [-1.793, 2.904, -4.882], [-5.348, 4.086, -2.836], [-4.554, 2.965, -0.783], [-3.677, 1.765, 2.861], [-5.972, 1.145, 3.566], [-6.643, -0.737, -0.213], [-4.344, -0.124, -0.927]],
  "atomic_forces_ev_per_a": [[-4.2262, -0.7333, 1.3058], [-0.0559, 0.1940, 0.0281], [0.0468, -0.1491, 0.1410], [0.0956, -0.1462, -0.4688], [0.0571, -0.4289, 0.9764], [0.0226, -0.0808, -0.8413], [0.2375, 0.4673, 0.4126], [-0.4418, -0.9140, 0.1007], [0.0311, 0.5147, -1.0005], [-0.1319, -0.5668, 0.2670], [-0.0123, 0.0157, -0.3790], [0.0673, 0.3024, 0.1100], [-0.1046, -0.5111, 0.3541], [0.4831, 0.9150, 0.0081], [-0.0965, -0.3497, 0.3146], [-0.2450, 0.2482, -0.5161], [0.4891, 0.3060, 0.3587], [0.8474, -0.2886, -1.4250], [0.4714, 0.4280, 0.4440], [-0.0175, -0.7004, -0.4182], [-0.5694, 0.4824, 0.3258], [0.6208, -1.0314, 0.3179], [-0.6370, 0.1919, -0.3910], [0.3094, -0.1736, 0.6915], [0.2236, -0.1766, -0.5656], [1.2361, 0.4628, 0.5738], [-0.2957, 0.6807, 0.5222], [0.1116, 0.0171, -0.4610], [0.6164, -0.7653, -0.4607], [-0.4766, 0.3604, -0.1134], [0.0778, -0.1711, -0.1676], [0.1425, 0.0107, 0.2553], [-0.4782, 0.3682, -0.0011], [0.8708, -0.2879, 0.5786], [-0.7568, 0.2129, -0.5541], [0.3014, 0.3318, 0.3248], [-0.0752, 0.0683, -0.0942], [0.0367, -0.1130, -0.0376], [0.3286, 0.1981, 0.3092], [-0.3826, -0.8352, -0.1472], [0.0138, 1.0737, -0.2549], [-0.0404, 0.0206, 0.0875], [-0.0272, 0.0336, 0.0755], [-0.0585, 0.1737, -0.0645], [0.0035, 0.0850, 0.1627], [-0.0107, 0.0705, 0.0112], [-0.0099, 0.0497, -0.0677], [-0.0486, 0.0079, -0.0981], [0.0344, -0.0921, 0.0232], [0.0661, 0.0188, 0.1394], [0.0500, -0.0603, 0.0214], [0.0110, -0.0643, -0.0283], [-0.0087, -0.0862, -0.0983], [0.0117, -0.1114, 0.0209], [-0.0338, -0.0663, -0.0655], [-0.0414, -0.0208, -0.0398], [-0.0680, 0.1314, -0.0662], [-0.3307, -0.1607, -0.0172], [-0.2016, -0.0334, -0.1869], [0.1615, -0.2598, 0.4113], [1.9184, 0.5781, -0.7924], [0.2935, 0.0587, 0.3073], [0.0249, 0.1325, 0.0594], [-0.0092, -0.3461, -0.1819], [-0.0422, 0.2800, 0.1570], [-0.0957, 0.0245, 0.0183], [-0.3534, -1.0167, -0.5700], [0.1860, 0.2659, 0.0665], [0.0334, 0.2058, 0.1324], [-0.2153, 0.4487, -0.4038], [0.2229, -0.4040, 1.1380], [-0.1614, 0.0391, 0.0798], [-0.1471, 0.1395, -0.2185], [0.1557, -0.2189, 0.3368], [-0.0517, 0.0777, -0.1333], [-0.0917, 0.1185, -0.2566], [0.0390, 0.1017, -0.2929], [0.7658, 0.2383, -0.2013], [-0.0009, -0.0580, -0.1743], [-0.3400, -0.2229, 0.0377], [0.4365, 0.0952, -0.1265], [-0.1605, 0.0037, 0.0328], [-0.2141, -0.0748, 0.2490], [0.0807, 0.0909, 0.1010], [0.0794, 0.0851, 0.0701], [-0.0105, 0.0442, 0.0258], [-0.0780, 0.0129, 0.0052], [-0.0483, 0.1241, 0.0505], [-0.0094, 0.0247, -0.0425], [0.0058, 0.0191, -0.1655], [-0.0894, 0.0787, -0.0539], [-0.0627, 0.0158, 0.0517], [-0.0217, 0.0507, 0.0577], [-0.0574, -0.0206, 0.0728], [-0.0898, -0.0645, -0.0085], [-0.0862, 0.0089, -0.0715]]
}